Entry 1:
Here is a cluster of 11 separate species, C20H43Cl20FNO4PS in total in a non-equilibrium geometry from the OMol25 dataset. Energies are from the ωB97M-V functional and the def2-TZVPD basis.

```
91
C20H43Cl20FNO4PS the ωB97M-V functional and the def2-TZVPD basis
Cl -1.61 -0.92 0.75
Cl -0.26 -1.74 5.74
Cl 5.10 -3.25 -4.87
Cl 0.89 -3.41 -6.92
Cl 1.16 -4.49 4.31
Cl -11.35 1.54 -4.07
Cl 5.67 1.90 6.86
Cl -7.48 5.40 -5.31
Cl -3.63 3.93 -3.74
Cl -8.20 1.70 -5.33
Cl -7.31 5.20 -1.92
Cl -2.84 3.87 -0.40
Cl 2.57 -4.74 8.43
Cl 6.24 -3.47 -1.67
Cl 3.09 -2.82 1.91
Cl -0.71 -0.63 -5.79
Cl 5.45 -0.78 3.26
Cl 8.12 4.20 6.31
Cl 1.54 0.17 1.34
Cl 4.60 -4.51 5.71
S 2.31 1.02 -2.42
P -0.45 1.80 -1.88
F 3.04 2.22 -3.06
O 3.28 0.33 -1.67
O -1.00 0.36 -2.39
O 1.68 0.31 -3.46
O -0.57 2.94 -3.03
N 1.23 1.70 -1.38
C 4.64 -2.21 -3.50
C 4.34 -4.94 8.39
C -0.02 -3.24 -5.40
C -0.69 -1.10 2.26
C 4.99 -4.03 7.38
C 5.80 -1.98 -2.55
C 0.44 -4.37 5.93
C -8.79 4.94 -4.19
C -8.72 5.69 -2.89
C 6.70 2.05 5.41
C 8.09 2.51 5.75
C 5.68 -1.96 1.93
C 0.21 0.08 2.52
C -4.16 5.08 -2.48
C -3.12 5.31 -1.42
C -9.56 0.76 -5.98
C 4.46 -2.07 1.06
C -1.21 -2.32 -5.54
C -10.88 1.46 -5.79
C -0.74 -3.44 5.98
H -11.67 0.92 -6.31
H -1.48 -3.69 5.22
H 1.34 1.30 -0.44
H -5.08 4.69 -2.05
H -0.72 0.11 -3.29
H -9.38 0.62 -7.05
H 6.08 -4.09 7.48
H 1.23 -4.06 6.62
H -1.81 -2.35 -4.63
H -9.61 5.48 -2.29
H 0.13 -5.38 6.21
H 4.13 -1.09 0.70
H 4.56 -5.98 8.20
H 6.20 2.73 4.72
H -9.55 -0.22 -5.50
H 4.32 -1.25 -3.91
H -8.67 6.76 -3.05
H -0.36 -4.24 -5.12
H 3.80 -2.66 -2.99
H 8.54 1.89 6.52
H -0.34 1.02 2.47
H -0.11 -2.03 2.20
H -10.85 2.48 -6.18
H -2.16 5.60 -1.85
H 6.74 1.06 4.95
H 5.94 -2.91 2.38
H -3.45 6.10 -0.75
H 6.68 -1.63 -3.07
H -1.22 -3.50 6.95
H -1.26 2.72 -3.68
H 6.52 -1.61 1.34
H 8.71 2.46 4.86
H 0.67 -2.88 -4.63
H 4.69 -3.00 7.51
H 5.51 -1.24 -1.81
H -1.41 -1.20 3.07
H -9.73 5.17 -4.70
H -8.74 3.86 -4.04
H 0.66 -0.01 3.50
H -1.84 -2.62 -6.38
H -4.39 6.01 -2.98
H 4.71 -4.69 9.39
H 4.68 -2.69 0.20
```

Summary:
E_LUMO   0.5 eV
Electronic energy   -304411.1140 eV
Highest occupied orbital energy   -8.20 eV

Löwdin atomic charge list, values in e, 5 entries:
1. Cl 0.56
2. Cl 0.57
3. Cl 0.54
4. Cl 0.54
5. Cl 0.53



Entry 2:
Here is a cluster of 4 separate species, C20H43FN2O12PS4 in total from the OMol25 dataset. Energies are from the ωB97M-V functional and the def2-TZVPD basis.

```
83
C20H43FN2O12PS4 the ωB97M-V functional and the def2-TZVPD basis
S -4.26 1.17 3.70
S 7.73 4.22 -1.08
S 0.11 -5.14 1.86
S 0.69 -3.25 -3.78
P -0.84 -2.15 -4.20
F 2.38 0.70 -3.05
O -2.87 1.52 3.71
O -4.74 0.83 5.17
O 1.49 -5.55 2.52
O 7.21 4.76 0.14
O 0.36 -4.10 0.90
O 0.33 0.26 -5.20
O -1.85 2.27 -1.52
O 8.31 5.12 -2.04
O 6.61 3.34 -1.77
O 2.30 2.90 -3.29
O -0.87 -4.93 2.88
O -4.70 0.13 2.82
N -2.15 1.05 -1.30
N 0.38 1.62 -3.34
C 1.81 -3.96 4.38
C 0.02 1.08 -0.19
C -0.03 0.43 -4.08
C -4.45 -0.50 5.68
C -1.07 0.18 -0.76
C -0.97 -0.51 -3.34
C -0.53 -0.76 -1.87
C -5.22 2.62 3.46
C -3.00 -0.66 6.09
C -2.42 0.02 -3.53
C -0.21 -6.66 1.04
C 2.32 -4.48 3.05
C 8.86 2.93 -0.74
C -3.15 0.49 -2.25
C 1.73 1.86 -3.26
C 5.29 3.94 -1.94
C -4.15 1.58 -2.59
C 5.24 4.94 -3.07
C -1.57 -0.67 0.42
C -3.92 -0.70 -1.65
H 2.54 -3.25 4.78
H 4.99 4.38 -0.99
H 4.20 5.24 -3.21
H 9.11 2.43 -1.68
H -2.29 -1.43 0.13
H -4.27 -0.47 -0.64
H -2.34 -0.61 5.23
H 2.39 -3.70 2.30
H -1.99 -0.04 1.20
H -2.88 -1.63 6.57
H 0.55 1.63 -0.97
H -0.40 1.79 0.51
H -2.07 -2.71 -3.81
H 0.56 -0.73 -1.84
H -4.75 -1.22 4.93
H -4.99 3.33 4.25
H -2.71 0.12 6.79
H 1.69 -4.77 5.09
H -0.21 -7.46 1.77
H 5.60 4.49 -3.99
H -0.71 -1.21 0.83
H 3.30 -4.95 3.16
H -0.08 2.46 -3.70
H 8.41 2.24 -0.04
H -4.79 -0.89 -2.28
H -3.04 -0.78 -3.96
H -3.33 -1.61 -1.62
H -6.27 2.35 3.47
H -4.93 3.02 2.49
H -3.68 2.40 -3.13
H 0.73 0.45 0.35
H -0.79 -1.79 -1.62
H -1.19 -6.55 0.58
H -5.12 -0.59 6.53
H 4.65 3.09 -2.14
H -2.43 0.82 -4.27
H 0.55 -6.81 0.28
H -4.94 1.16 -3.22
H -1.08 -1.85 -5.54
H 0.86 -3.45 4.27
H 5.83 5.82 -2.85
H 9.75 3.39 -0.32
H -4.60 1.98 -1.68
```

Summary:
E_LUMO (alpha / beta)   0.4 / 0.3 eV
Electronic energy   -104332.6052 eV
Highest occupied orbital energy (alpha / beta)   -8.32 / -8.96 eV
Spin multiplicity   2

Löwdin atomic charge list, values in e, 5 entries:
1. S 0.55
2. S 0.56
3. S 0.55
4. S 0.17
5. P 0.40



What did the first record say?
Here is a cluster of 11 separate species, C20H43Cl20FNO4PS in total in a non-equilibrium geometry from the OMol25 dataset. Energies are from the ωB97M-V functional and the def2-TZVPD basis.

```
91
C20H43Cl20FNO4PS the ωB97M-V functional and the def2-TZVPD basis
Cl -1.61 -0.92 0.75
Cl -0.26 -1.74 5.74
Cl 5.10 -3.25 -4.87
Cl 0.89 -3.41 -6.92
Cl 1.16 -4.49 4.31
Cl -11.35 1.54 -4.07
Cl 5.67 1.90 6.86
Cl -7.48 5.40 -5.31
Cl -3.63 3.93 -3.74
Cl -8.20 1.70 -5.33
Cl -7.31 5.20 -1.92
Cl -2.84 3.87 -0.40
Cl 2.57 -4.74 8.43
Cl 6.24 -3.47 -1.67
Cl 3.09 -2.82 1.91
Cl -0.71 -0.63 -5.79
Cl 5.45 -0.78 3.26
Cl 8.12 4.20 6.31
Cl 1.54 0.17 1.34
Cl 4.60 -4.51 5.71
S 2.31 1.02 -2.42
P -0.45 1.80 -1.88
F 3.04 2.22 -3.06
O 3.28 0.33 -1.67
O -1.00 0.36 -2.39
O 1.68 0.31 -3.46
O -0.57 2.94 -3.03
N 1.23 1.70 -1.38
C 4.64 -2.21 -3.50
C 4.34 -4.94 8.39
C -0.02 -3.24 -5.40
C -0.69 -1.10 2.26
C 4.99 -4.03 7.38
C 5.80 -1.98 -2.55
C 0.44 -4.37 5.93
C -8.79 4.94 -4.19
C -8.72 5.69 -2.89
C 6.70 2.05 5.41
C 8.09 2.51 5.75
C 5.68 -1.96 1.93
C 0.21 0.08 2.52
C -4.16 5.08 -2.48
C -3.12 5.31 -1.42
C -9.56 0.76 -5.98
C 4.46 -2.07 1.06
C -1.21 -2.32 -5.54
C -10.88 1.46 -5.79
C -0.74 -3.44 5.98
H -11.67 0.92 -6.31
H -1.48 -3.69 5.22
H 1.34 1.30 -0.44
H -5.08 4.69 -2.05
H -0.72 0.11 -3.29
H -9.38 0.62 -7.05
H 6.08 -4.09 7.48
H 1.23 -4.06 6.62
H -1.81 -2.35 -4.63
H -9.61 5.48 -2.29
H 0.13 -5.38 6.21
H 4.13 -1.09 0.70
H 4.56 -5.98 8.20
H 6.20 2.73 4.72
H -9.55 -0.22 -5.50
H 4.32 -1.25 -3.91
H -8.67 6.76 -3.05
H -0.36 -4.24 -5.12
H 3.80 -2.66 -2.99
H 8.54 1.89 6.52
H -0.34 1.02 2.47
H -0.11 -2.03 2.20
H -10.85 2.48 -6.18
H -2.16 5.60 -1.85
H 6.74 1.06 4.95
H 5.94 -2.91 2.38
H -3.45 6.10 -0.75
H 6.68 -1.63 -3.07
H -1.22 -3.50 6.95
H -1.26 2.72 -3.68
H 6.52 -1.61 1.34
H 8.71 2.46 4.86
H 0.67 -2.88 -4.63
H 4.69 -3.00 7.51
H 5.51 -1.24 -1.81
H -1.41 -1.20 3.07
H -9.73 5.17 -4.70
H -8.74 3.86 -4.04
H 0.66 -0.01 3.50
H -1.84 -2.62 -6.38
H -4.39 6.01 -2.98
H 4.71 -4.69 9.39
H 4.68 -2.69 0.20
```

Summary:
E_LUMO   0.5 eV
Electronic energy   -304411.1140 eV
Highest occupied orbital energy   -8.20 eV

Löwdin atomic charge list, values in e, 5 entries:
1. Cl 0.56
2. Cl 0.57
3. Cl 0.54
4. Cl 0.54
5. Cl 0.53



Q: The highest electronic energy belongs to which entry?
A: C20H43FN2O12PS4